(1)
Computed, not measured: a molecular structure, C18H33F6N6P at a distorted geometry, with ωB97M-V/def2-TZVPD.

XYZ file:
```
64
Properties=species:S:1:pos:R:3:forces:R:3:mulliken_charge:R:1
N 3.65582 1.68786 -0.69842 -1.3 0.0 -2.9 0.319
C -0.31557 0.50507 2.90701 0.3 1.4 -0.8 0.043
H -4.08019 -2.81118 0.58796 -0.2 0.2 0.3 0.452
C -1.30981 1.02593 0.61268 0.9 3.4 1.3 -0.998
H -2.64343 3.01430 -1.69005 0.1 -0.2 0.1 0.451
H -0.53568 4.15576 -0.07570 -0.7 -0.2 -0.1 0.619
P 0.68311 -0.99466 -0.74943 3.9 1.4 0.7 1.218
C 3.20129 1.16598 -1.89399 2.1 -1.1 1.6 -0.382
H -2.49478 1.21751 -1.79395 -0.2 0.3 0.2 0.250
H 3.32293 -2.04961 -2.55936 0.2 0.0 -0.4 0.354
H 5.02449 -1.28243 -0.74887 -0.1 0.2 0.1 0.490
H -3.15025 -3.09098 -1.78625 0.0 0.3 0.1 0.393
H 0.33164 3.18472 2.41507 -0.5 0.5 -0.2 0.486
C -4.59247 -2.28764 3.41532 -0.3 0.3 -1.3 -0.924
N -3.35762 -2.27312 2.58196 -0.3 -0.1 -0.7 0.065
N -1.38458 2.10803 -0.25469 0.5 -0.4 3.4 0.320
C -0.31914 2.78103 1.65355 -1.6 -1.4 -1.6 -0.659
C -2.18654 -3.52053 -1.51266 -0.3 0.0 0.9 -1.760
C 3.33641 -1.08700 -3.07053 1.3 0.1 -1.2 -0.956
N 3.75804 -0.10255 -2.06473 -0.7 3.1 2.4 0.270
C -0.72573 2.22799 -2.58344 -0.6 0.0 0.7 -0.688
F 0.35246 -2.48092 -1.45008 6.1 2.7 -2.4 -0.433
H 3.87630 3.23403 0.68071 -0.1 -0.3 0.1 0.409
C -1.97592 2.15697 -1.60342 1.9 -0.4 -1.1 -0.510
C -2.07525 -1.97259 3.05370 -1.6 -1.4 -1.6 -0.604
H -0.97557 2.16256 -3.64240 -0.2 0.2 0.2 0.456
H 2.53390 1.72498 -2.53313 0.1 -0.4 -0.2 0.392
C 4.49738 -0.34841 -0.87608 0.0 0.6 -1.8 -0.528
H -1.00297 0.84507 3.68159 0.6 -0.2 0.5 0.403
C -0.74651 3.19339 0.36678 -0.9 -1.1 2.8 -0.774
C -3.28839 -2.50130 1.25386 0.6 -0.6 0.2 0.004
H -1.67549 0.04981 0.33008 -0.2 0.6 0.9 1.166
H 1.09169 3.22505 -0.54139 0.7 0.5 -0.1 0.224
H -4.62934 -3.07947 4.16349 0.7 0.5 0.3 0.341
H -0.14239 3.12490 -2.37518 -0.3 0.3 -0.3 0.367
H -0.17808 -2.06562 1.96896 -1.3 -1.9 2.3 0.873
H 3.35278 3.78518 -0.85722 0.2 -0.2 -0.2 0.255
F 1.41470 -0.58056 -2.14558 -4.0 0.4 2.6 -0.336
H -2.39315 -4.51761 -1.12374 0.0 0.0 0.1 0.429
H 0.75228 0.67015 3.05039 -0.1 -0.3 0.9 0.399
C 3.19694 2.98443 -0.13431 1.0 -0.2 -0.2 -1.053
H 2.33317 -0.87646 -3.44105 1.4 -0.2 -0.5 0.321
C -1.25546 -2.14076 1.96603 -2.1 -2.2 3.9 -1.037
N -2.00380 -2.45771 0.83799 -1.4 0.3 1.8 0.360
H 4.00647 -1.01845 -3.92752 0.4 -0.5 0.3 0.406
C 4.48726 0.79300 -0.12822 0.0 -1.2 0.8 -0.340
H 1.61040 3.66792 1.12196 0.4 0.4 -0.7 0.258
H -1.98465 -1.72379 4.10074 0.5 -0.1 -0.2 0.606
H -0.05664 1.40046 -2.34760 -0.3 0.1 -0.2 -0.049
H -1.65206 -3.66031 -2.45228 0.3 0.2 0.2 0.390
F -0.70174 -0.22508 -1.23095 1.3 -1.5 -1.4 -0.395
F 0.02543 -1.39777 0.78667 4.7 3.6 -7.3 -0.215
F 1.02018 0.42730 -0.02730 0.2 -0.1 -1.1 -0.348
C -1.37519 -2.68762 -0.48531 -2.5 -2.2 0.4 -0.073
F 2.13975 -1.39855 -0.13999 -1.0 -1.6 -0.7 -0.423
C 1.76129 2.98629 0.28488 0.2 -0.2 -0.1 0.045
H 1.25859 2.06474 0.57834 1.9 0.3 0.1 0.270
H 4.89316 0.97258 0.85635 0.2 -0.1 -0.2 0.424
H -0.52440 -0.53210 2.64478 0.3 1.4 0.2 -0.795
H -0.43843 -3.19302 -0.25047 -1.9 -1.0 1.1 0.626
H -4.74850 -1.24790 3.70286 -0.1 -0.4 0.8 0.378
N -0.57626 1.40996 1.76469 -3.8 -0.2 -3.6 0.458
H -5.44918 -2.55012 2.79463 0.2 0.1 -0.4 0.343
H -0.97249 -1.79712 -0.96795 -4.6 -1.4 1.3 -0.052
```
Positions in Å, forces in eV/Å.

LUMO: -0.181 hartree
spin multiplicity: 1
total charge: +2

(2)
Computed, not measured: a molecular structure, C27H32FMgN3O3P, with ωB97M-V/def2-TZVPD.

XYZ file:
```
68
Properties=species:S:1:pos:R:3:forces:R:3:mulliken_charge:R:1
H 4.93130 2.15496 -1.00994 0.0 0.0 0.0 0.431
H 2.78956 -3.78526 0.75625 0.0 0.0 0.0 0.407
C 6.15595 -0.72082 0.31385 0.0 0.0 0.0 -1.072
H -0.48009 -1.78559 2.88740 0.0 0.0 0.0 0.359
C -0.97889 3.83198 2.29571 0.0 0.0 0.0 0.035
C -2.11638 5.66374 -2.06313 0.0 0.0 0.0 -1.028
O 1.08239 -0.31552 -2.28932 0.1 0.0 0.0 -0.573
C 0.48622 -5.37626 -0.56858 0.0 0.0 0.0 -1.273
H 0.86025 -5.15988 1.55599 0.0 0.0 0.0 0.563
C -2.45900 5.80108 -0.58770 0.0 0.0 0.0 -1.164
C -1.27629 2.13479 -2.34847 0.0 0.0 0.0 0.248
C 0.04605 -4.99332 0.84356 0.0 0.0 0.0 -0.831
H -0.51721 -3.42834 4.79636 0.0 0.0 0.0 0.419
H -2.57488 -2.17394 0.96209 0.0 0.0 0.0 0.389
C 3.75677 -0.85699 -0.12659 0.1 0.0 0.0 0.928
C -3.91276 3.91206 -2.51723 0.0 0.0 0.0 -1.350
C 3.72262 0.44628 -0.62081 0.0 0.0 0.0 -0.390
C -0.42056 1.23372 -0.27096 0.0 0.1 0.0 1.712
H -1.87764 -3.71688 3.72409 0.0 0.0 0.0 0.317
H -2.67758 6.38227 -2.66008 0.0 0.0 0.0 0.425
Mg 0.72361 -1.45554 -0.53127 0.1 0.0 0.1 0.939
N 2.73266 -1.79626 0.01526 -0.2 0.0 -0.1 -0.105
H -2.70618 -3.79678 1.63143 0.0 0.0 0.0 0.461
P -0.44479 -3.22838 0.99417 0.0 0.1 0.0 0.324
H -0.46702 -4.77270 3.66357 0.0 0.0 0.0 0.290
C -0.14601 -2.81859 2.75600 0.0 0.0 0.0 -0.543
C -0.82858 2.46902 0.35615 0.0 0.0 0.0 0.587
C -2.74131 -3.72606 -0.53790 0.0 0.0 0.0 -1.246
H -0.78071 -5.62467 1.17826 0.0 0.0 0.0 0.552
O -0.89928 -1.19771 -1.91405 0.0 0.0 0.0 -0.580
H -3.82042 -3.60547 -0.62696 0.0 0.0 0.0 0.403
C 3.30033 -2.86472 0.51992 0.0 0.0 0.1 -0.407
C -1.82394 4.69512 0.21251 0.0 0.0 0.0 1.131
C -0.16182 -0.20187 -2.14146 -0.1 0.0 0.0 -0.090
H 0.94066 -2.79624 2.88347 0.0 0.0 0.0 0.417
H -2.52410 -4.78764 -0.65920 0.0 0.0 0.0 0.330
F -0.76747 4.04601 3.60190 0.0 0.0 0.0 -0.353
H 7.07850 -1.16178 0.66520 0.0 0.0 0.0 0.404
H -0.11443 1.87778 2.30307 0.0 0.0 0.0 0.599
H 0.77529 -6.42596 -0.61374 0.0 0.0 0.0 0.412
H 1.34282 -4.78111 -0.89573 0.0 0.0 0.0 0.208
H -1.48458 2.06343 -3.40795 0.0 0.0 0.0 0.564
H -2.12002 6.76378 -0.20532 0.0 0.0 0.0 0.486
C -2.43057 4.26006 -2.55781 0.0 0.0 0.0 -0.299
C 6.10882 0.56911 -0.16965 0.0 0.0 0.0 -0.524
C -2.26545 -3.21301 0.82024 0.0 0.0 0.0 -0.599
H 7.01705 1.15519 -0.19939 0.0 0.0 0.0 0.391
C -1.44478 3.47866 -0.40578 0.0 0.0 0.1 -0.566
H -0.30791 -5.21740 -1.29675 0.0 0.0 0.0 0.329
H -2.27264 -3.17567 -1.35350 0.0 0.0 0.0 0.241
C 4.91174 1.14242 -0.63090 0.0 0.0 0.0 -0.765
C -1.58232 4.85005 1.55514 0.0 0.0 0.0 -0.733
H -4.29246 3.91340 -1.49539 0.0 0.0 0.0 0.367
C 4.95219 -1.41801 0.32442 0.0 0.1 0.0 0.235
H -1.05459 5.86719 -2.21983 0.0 0.0 0.0 0.363
H -4.08957 2.92255 -2.93885 0.0 0.0 0.0 0.388
H -1.84784 5.77091 2.05886 0.0 0.0 0.0 0.543
H -3.54274 5.77820 -0.44674 0.0 0.0 0.0 0.365
H -4.48340 4.63646 -3.09806 0.0 0.0 0.0 0.388
C -0.59576 2.65542 1.72863 0.0 0.0 0.0 -1.078
N -1.66128 3.27906 -1.75788 0.0 0.0 0.0 0.059
C -0.79041 -3.73871 3.78823 0.0 0.0 0.0 -1.282
C -0.66653 1.12900 -1.67087 0.0 0.0 0.0 -0.022
N 4.61928 -2.69977 0.73234 0.0 -0.1 0.0 0.026
H 2.80459 0.87173 -1.00127 0.0 0.0 0.0 0.391
H 5.24024 -3.39518 1.10933 0.0 0.0 0.0 0.222
H -2.06053 4.15818 -3.57879 0.0 0.0 0.0 0.510
O 0.13184 0.29840 0.38444 0.0 -0.1 -0.1 -1.287
```
Positions in Å, forces in eV/Å.

LUMO: -0.094 hartree
spin multiplicity: 1
total charge: +1

(3)
Computed, not measured: C3H4N2O in the gas phase at a distorted geometry, with ωB97M-V/def2-TZVPD.

XYZ file:
```
10
Properties=species:S:1:pos:R:3:forces:R:3:mulliken_charge:R:1
H -0.30599 -0.38545 -1.94323 0.7 1.5 1.1 0.270
C -0.03927 0.09934 1.23853 2.8 -0.9 6.4 -0.191
O 1.86185 0.71500 0.05160 5.5 1.5 -3.2 -0.591
H 2.37813 0.79954 -0.89750 -2.7 -0.6 3.5 0.358
H 0.40910 -0.18132 2.29091 -0.7 1.6 -2.1 0.299
C 0.62480 0.32950 0.09561 -0.4 0.2 -3.0 0.504
N -1.29534 -0.41873 -0.22711 -5.0 -0.9 -0.8 0.363
H -2.09437 -0.67764 -0.77588 -0.8 -0.3 0.9 0.221
N -1.23249 -0.32993 1.06258 -2.8 -1.5 0.3 -0.794
C -0.30641 0.04969 -0.89552 3.3 -0.7 -3.0 -0.439
```
Positions in Å, forces in eV/Å.

LUMO: 0.022 hartree
spin multiplicity: 1
SMILES: Oc1cn[nH]c1

(4)
Computed, not measured: C5H7NO in the gas phase at a distorted geometry, with ωB97M-V/def2-TZVPD.

XYZ file:
```
14
Properties=species:S:1:pos:R:3:forces:R:3:mulliken_charge:R:1
O 1.80989 0.73624 1.71605 -0.2 0.0 0.2 -0.469
N 1.50080 -2.02556 -1.52206 -0.7 1.0 0.4 -0.459
H 0.95613 0.85162 -0.50224 -0.1 -0.2 0.2 0.265
C 0.93225 -1.11125 -1.09535 0.6 -1.0 -0.3 -0.024
C 0.22094 0.03594 -0.51500 0.0 0.0 0.1 0.759
H -1.42880 1.33968 -0.95964 0.0 -0.1 -0.1 0.389
H -0.26118 -1.34411 1.15954 0.1 0.2 -0.1 0.352
H -0.59762 0.73390 -2.41080 -0.1 -0.1 0.2 0.393
H -1.24256 0.08802 1.12639 0.1 0.1 -0.1 0.357
C 0.69809 0.35589 1.97378 0.0 0.2 -0.1 0.064
C -0.94882 0.46407 -1.40880 -0.1 0.0 0.0 -1.525
H -1.68708 -0.33787 -1.50189 0.1 0.1 0.0 0.353
H 0.26895 0.47796 2.99453 0.2 -0.2 -0.2 0.358
C -0.22100 -0.26452 0.94548 0.0 0.0 -0.2 -0.812
```
Positions in Å, forces in eV/Å.

LUMO: 0.026 hartree
spin multiplicity: 1
SMILES: C[C@H](C#N)CC=O

(5)
Computed, not measured: C6H12O in the gas phase, with ωB97M-V/def2-TZVPD.

XYZ file:
```
19
Properties=species:S:1:pos:R:3:forces:R:3:mulliken_charge:R:1
H 1.42228 -2.03075 0.00333 0.0 -0.1 0.1 0.299
O -0.60574 0.49702 -0.09660 0.0 0.0 0.2 -0.425
H 1.59605 -2.10472 1.73667 0.0 0.2 -0.2 0.345
H -0.15365 0.97830 -2.05851 -0.1 -0.1 0.1 0.326
C 0.67666 0.83924 0.37394 0.4 0.1 0.1 0.451
H 1.07819 1.68565 -0.20342 -0.1 -0.2 0.1 0.411
H 0.72783 2.20850 2.12445 -0.1 -0.1 -0.2 0.389
C -0.59190 0.15564 -1.46935 0.0 -0.1 -0.2 -0.079
C 1.69902 -0.18840 0.69100 -0.2 -0.2 -0.4 -0.529
H -2.44705 -0.93429 -1.32327 0.1 0.1 -0.1 0.296
H -2.63654 0.77401 -1.75862 0.1 -0.1 0.0 0.296
C 0.67074 1.14525 1.89408 -0.1 0.1 0.1 -1.233
H -0.16452 0.65216 2.40377 0.2 0.1 -0.3 0.306
C -2.01685 -0.11512 -1.90720 0.0 0.0 0.0 -1.248
H -2.04876 -0.38843 -2.96658 0.0 0.0 0.1 0.382
H 0.01277 -1.63484 1.00658 0.1 0.1 0.0 0.291
C 1.10557 -1.53682 0.93860 0.0 0.0 -0.1 -0.887
H 1.63528 0.72954 2.24695 -0.1 0.0 0.6 0.401
H 0.04062 -0.73195 -1.63584 -0.1 0.1 0.0 0.208
```
Positions in Å, forces in eV/Å.

LUMO: 0.036 hartree
spin multiplicity: 1

(6)
Computed, not measured: C4H5N3OS2 in the gas phase at a distorted geometry, with ωB97M-V/def2-TZVPD.

XYZ file:
```
15
Properties=species:S:1:pos:R:3:forces:R:3:mulliken_charge:R:1
S -2.50648 0.53837 1.13614 1.0 -0.2 -0.1 -0.376
C 0.42524 -0.14762 0.74368 -2.7 -1.6 1.2 -0.656
O -1.11004 -1.80484 1.29519 1.7 -0.8 0.3 -0.304
H -3.03818 -1.69330 1.77766 0.2 -0.2 -0.1 0.264
H -0.10998 -1.67434 -0.47038 -0.1 0.0 0.1 0.339
C 1.10180 0.55992 -0.25158 1.4 1.7 -1.3 0.816
H -2.73582 -1.54608 0.00801 0.2 -0.3 0.2 0.288
C -2.41357 -1.23689 1.01057 -1.3 1.4 -0.6 -0.390
N -0.10876 -1.34662 0.49485 0.1 1.1 0.1 -0.117
N 1.90983 0.97192 -2.24859 0.7 0.5 -1.4 -0.547
C 2.29297 2.04680 -1.64751 -0.1 0.4 1.1 -0.047
S 1.84380 2.14121 0.02150 -0.3 -1.1 -0.8 -0.067
H 0.34947 0.22910 1.75219 0.0 -0.2 0.0 0.472
N 1.25063 0.14129 -1.48878 -0.9 -1.0 1.5 -0.128
H 2.84910 2.82108 -2.13295 0.1 0.3 -0.2 0.454
```
Positions in Å, forces in eV/Å.

LUMO (alpha / beta): -0.073 / -0.074 hartree
spin multiplicity: 1

(7)
Computed, not measured: 4 unconnected molecules or ions with the total composition C4H18N2O5 at a distorted geometry, with ωB97M-V/def2-TZVPD.

XYZ file:
```
29
Properties=species:S:1:pos:R:3:forces:R:3:mulliken_charge:R:1
H -0.61397 -0.90181 0.00814 -0.1 -0.3 0.7 0.314
H -1.99267 1.73671 0.68825 -0.2 -0.4 0.2 0.243
H 0.20566 0.95556 0.40446 0.6 0.5 -0.2 0.177
H -0.44424 -1.39959 2.78470 0.2 -0.1 0.8 0.332
H 0.45252 2.67292 0.04155 -0.4 0.6 0.1 0.492
H 2.10390 0.99538 2.78716 0.1 0.1 0.0 0.313
H -3.03446 1.19156 -0.40708 -0.3 0.0 -0.3 0.244
H -0.78832 -2.35801 -1.70736 0.6 1.0 -0.9 0.344
C 0.26316 1.71275 -0.40456 0.5 -1.7 0.6 -0.400
O 0.11659 -1.53015 -0.15086 -0.1 1.6 -0.9 -0.518
H -0.42475 -2.73412 2.17182 -0.1 -0.5 0.4 0.337
H -1.90817 -0.29186 -1.77000 -0.1 -0.3 -0.1 0.538
H -1.34342 2.59277 -1.32918 -0.5 -0.4 -1.8 0.474
H 0.94541 1.70715 3.56993 0.5 -0.3 -0.1 0.299
H 0.97713 -2.33315 -1.83819 -0.2 0.7 0.2 0.410
H 1.60607 1.86681 -1.95669 -0.1 0.8 0.4 0.355
H 1.57263 -2.12881 2.03249 0.5 0.1 0.6 0.349
O 1.44393 1.36383 -1.14818 -0.3 -0.7 -0.4 -0.662
N 0.07706 -0.47997 -2.32825 -1.3 1.2 2.5 0.139
C -1.09888 0.34508 -2.09530 -0.5 0.3 -2.8 -1.187
O 2.32433 -1.70707 1.58467 -0.7 0.0 -0.6 -0.661
H 1.90137 -1.54000 0.72658 0.6 0.1 0.3 0.378
N -2.08589 1.07116 -0.08269 1.4 0.8 0.3 -0.642
H 0.91838 0.09906 -2.32606 0.7 -0.2 -0.4 0.425
C 0.11527 -1.70042 -1.55364 -0.4 -3.7 -0.1 -0.542
O -0.31069 -2.32805 3.04477 -0.1 0.5 -1.2 -0.638
O 1.48448 0.90092 3.51518 -0.7 0.1 0.1 -0.602
H -1.36543 0.66721 -3.14714 0.1 0.1 0.8 0.333
C -1.09700 1.55416 -1.11450 0.3 -0.1 1.9 0.358
```
Positions in Å, forces in eV/Å.

LUMO (alpha / beta): -0.125 / -0.314 hartree
spin multiplicity: 2
total charge: +1

(8)
Computed, not measured: 2 unconnected molecules or ions with the total composition C2H8N3O2 at a distorted geometry, with ωB97M-V/def2-TZVPD.

XYZ file:
```
15
Properties=species:S:1:pos:R:3:forces:R:3:mulliken_charge:R:1
H -1.53102 -0.60827 -2.27422 -0.3 -1.1 2.2 0.288
O 0.96659 -1.06233 -1.32269 -0.2 1.2 0.8 -0.335
C -0.07132 0.08663 0.46031 -0.2 1.0 -0.9 0.219
H -1.36944 -2.01439 -0.95583 -0.3 -0.5 -0.8 0.372
H 1.73628 1.11417 1.75995 1.6 0.1 -0.6 0.303
H -2.01593 0.91885 0.76185 -0.4 -0.1 -0.7 0.199
O 2.50774 2.68472 1.25522 -2.6 0.3 0.9 -0.193
N 2.69300 1.40185 1.35854 -1.4 -0.8 0.5 -0.163
H -0.81108 1.17974 1.89483 -0.1 0.2 0.7 0.252
H -2.28515 -0.66239 -0.58056 -0.8 1.0 0.8 0.383
H 0.60883 -1.80185 -1.81155 -0.2 -0.6 -0.3 0.378
C -1.45001 -0.94920 -1.14600 1.5 -0.4 -3.7 -0.937
N -0.13825 -0.45936 -0.72144 -0.6 0.0 1.5 0.140
H 3.24961 3.20611 1.02542 2.1 0.2 -0.8 0.370
N -1.08284 0.71979 1.05387 2.0 -0.5 0.4 -0.275
```
Positions in Å, forces in eV/Å.

LUMO (alpha / beta): -0.268 / -0.148 hartree
spin multiplicity: 1
total charge: +1

For each record above, in turn, the calculated energy values are -1974.09192, -2079.38932, -301.37629, -324.69359, -310.90187, -1191.14669, -648.51874, -395.21867 Ha.
For each record above, in turn, the calculated energy above the lowest of the compared OMol25 structures with the same formula, charge and spin values are 11.5085, 0.5511, 3.0188, 0.8402, 4.2832, 4.8579, 2.1097, 9.2155 eV.